1.
{"formula": "C3H10N2O", "method": "ωB97M-V/def2-TZVPD", "max_force_ev_per_a": 3.8, "e_above_lowest_kcal_mol": 48.70, "smiles": "NC[C@@H](N)CO", "e_lumo_ev": 0.9, "homo_lumo_gap_ev": 10.3, "homo_energy_ev": -9.39, "elements": ["N", "C", "C", "N", "C", "O", "H", "H", "H", "H", "H", "H", "H", "H", "H", "H"], "coordinates": [[0.5733, -1.8116, -0.9348], [0.8761, -0.4280, -0.6025], [0.0657, 0.2025, 0.4607], [0.6500, 1.4763, 0.9304], [-1.4688, 0.1056, 0.1053], [-2.0967, 1.2729, 0.7529], [-0.3222, -1.8893, -1.4181], [1.3562, -2.1808, -1.4761], [0.9937, 0.1011, -1.5492], [1.8728, -0.4413, -0.2734], [0.0237, -0.3866, 1.4195], [1.2745, 1.2087, 1.7116], [1.0155, 1.9814, 0.1608], [-1.6870, 0.1269, -1.0590], [-1.6593, -0.9220, 0.3679], [-1.4673, 1.5844, 1.4042]]}

---

2.
{"formula": "C11H24N5O4Tc", "method": "ωB97M-V/def2-TZVPD", "charge": 3, "max_force_ev_per_a": 0.6, "s2": 3.782, "multiplicity": 4, "e_lumo_ev": [-9.0, -10.9], "homo_lumo_gap_ev": [9.8, 8.5], "homo_energy_ev": [-18.72, -19.43], "elements": ["Tc", "C", "O", "C", "C", "O", "C", "C", "O", "C", "H", "H", "H", "H", "H", "H", "H", "H", "H", "H", "H", "H", "H", "H", "N", "C", "O", "C", "C", "H", "H", "H", "H", "H", "H", "N", "C", "N", "N", "C", "N", "H", "H", "H", "H"], "coordinates": [[-0.1367, 0.4334, 0.1697], [0.9411, 1.0525, -2.8000], [0.6689, 1.5091, -1.4317], [0.4006, 2.9385, -1.2648], [-1.0698, 3.1047, -1.0096], [-1.4404, 2.1205, 0.0149], [-2.8525, 1.7074, -0.0555], [-2.9837, 0.6765, -1.1429], [-2.0024, -0.3625, -0.9162], [-2.5776, -1.6373, -0.5078], [1.9428, 1.3681, -3.0732], [0.8612, -0.0286, -2.8024], [0.2020, 1.4828, -3.4709], [1.0042, 3.2818, -0.4311], [0.7084, 3.4764, -2.1587], [-1.2968, 4.1024, -0.6403], [-1.6544, 2.9076, -1.9071], [-3.0926, 1.2989, 0.9213], [-3.4738, 2.5817, -0.2398], [-3.9922, 0.2638, -1.1415], [-2.7927, 1.0918, -2.1302], [-3.1387, -1.5217, 0.4169], [-3.2248, -2.0012, -1.3015], [-1.7546, -2.3281, -0.3592], [-1.5089, -0.1627, 3.9834], [-0.8324, 0.2304, 2.9457], [-1.1050, -0.2620, 1.7875], [0.2387, 1.2650, 3.0223], [1.0271, 1.2828, 1.7059], [-2.2318, -0.8663, 3.9019], [-1.3010, 0.1902, 4.9079], [0.8922, 1.0617, 3.8730], [-0.2417, 2.2259, 3.2245], [1.9403, 0.6955, 1.7706], [1.2927, 2.2976, 1.4095], [4.5119, -3.2100, -0.2716], [3.3715, -3.8019, -0.5864], [3.3382, -5.0365, -1.0366], [2.1861, -3.1656, -0.4644], [1.6466, -2.0967, -0.2327], [0.9751, -1.1296, -0.0358], [5.3957, -3.6917, -0.3525], [4.5281, -2.2882, 0.1286], [4.1742, -5.5926, -1.1413], [2.4569, -5.4635, -1.2778]]}

---

3.
{"formula": "C11H10O3S", "method": "ωB97M-V/def2-TZVPD", "max_force_ev_per_a": 5.6, "e_above_lowest_kcal_mol": 60.42, "e_lumo_ev": 0.6, "homo_lumo_gap_ev": 8.8, "homo_energy_ev": -8.26, "elements": ["C", "C", "C", "C", "C", "C", "C", "C", "C", "C", "C", "O", "O", "O", "S", "H", "H", "H", "H", "H", "H", "H", "H", "H", "H"], "coordinates": [[-2.3118, 1.4208, 2.2840], [-1.0579, 1.2392, 2.8780], [-2.4270, 1.6126, 0.8955], [0.0835, 1.2356, 2.1368], [-1.2294, 1.7466, 0.1416], [-0.0365, 1.6084, 0.7464], [0.0293, -1.4002, -0.2338], [0.6853, -2.5110, -0.9598], [1.3030, -2.0666, -2.2657], [1.4964, -0.5644, -2.2371], [0.7843, 0.1276, -1.2005], [-0.4783, -1.1974, 0.8263], [2.5323, 1.2086, 0.3560], [0.3189, 0.1405, -2.4668], [1.3652, 1.5986, -0.4031], [-3.1758, 1.2731, 2.9460], [-1.0515, 0.8631, 3.9264], [-3.3842, 1.3165, 0.4042], [1.1334, 1.1697, 2.4227], [-1.1852, 2.0022, -0.9929], [1.4436, -2.6855, -0.1701], [-0.0647, -3.2591, -0.9102], [2.3037, -2.4966, -2.4601], [0.6103, -2.3728, -3.0343], [2.3133, -0.0095, -2.6296]]}

---

4.
{"formula": "C6H8N2O", "method": "ωB97M-V/def2-TZVPD", "max_force_ev_per_a": 14.2, "e_above_lowest_kcal_mol": 95.48, "smiles": "CC(=O)c1nccn1C", "e_lumo_ev": 0.7, "homo_lumo_gap_ev": 9.5, "homo_energy_ev": -8.81, "elements": ["C", "C", "O", "C", "N", "C", "C", "N", "C", "H", "H", "H", "H", "H", "H", "H", "H"], "coordinates": [[-2.2628, -0.6501, 1.0133], [-1.4831, -0.1096, -0.1651], [-2.0560, 0.4495, -1.1214], [-0.0331, -0.3139, -0.1349], [0.5796, -1.5164, -0.2983], [1.9555, -1.2224, -0.1150], [2.0973, 0.0796, 0.1406], [0.9799, 0.7176, 0.0675], [0.5755, 2.0251, 0.2331], [-3.1207, -0.4530, 0.8831], [-1.9027, -0.0564, 1.7901], [-1.7900, -1.7760, 1.0571], [2.5782, -2.0771, -0.2678], [2.9596, 0.4909, 0.3957], [1.6987, 2.5390, 0.3204], [0.2414, 2.1730, 1.0643], [-0.2284, 2.3029, -0.4886]]}

---

5.
{"formula": "C34H98N4O22", "method": "ωB97M-V/def2-TZVPD", "max_force_ev_per_a": 2.7, "e_above_lowest_kcal_mol": 72.05, "e_lumo_ev": 0.1, "homo_lumo_gap_ev": 8.9, "homo_energy_ev": -8.80, "elements": ["C", "C", "C", "O", "C", "N", "H", "H", "H", "H", "H", "H", "H", "H", "H", "H", "H", "C", "C", "C", "O", "C", "N", "H", "H", "H", "H", "H", "H", "H", "H", "H", "H", "H", "C", "C", "C", "O", "C", "N", "H", "H", "H", "H", "H", "H", "H", "H", "H", "H", "H", "C", "C", "C", "O", "C", "N", "H", "H", "H", "H", "H", "H", "H", "H", "H", "H", "H", "C", "C", "O", "O", "H", "H", "H", "H", "H", "H", "C", "C", "O", "O", "H", "H", "H", "H", "H", "H", "C", "C", "O", "O", "H", "H", "H", "H", "H", "H", "C", "C", "O", "O", "H", "H", "H", "H", "H", "H", "C", "C", "O", "O", "H", "H", "H", "H", "H", "H", "C", "C", "O", "O", "H", "H", "H", "H", "H", "H", "C", "C", "O", "O", "H", "H", "H", "H", "H", "H", "C", "C", "O", "O", "H", "H", "H", "H", "H", "H", "C", "C", "O", "O", "H", "H", "H", "H", "H", "H"], "coordinates": [[20.7854, 23.3620, 22.4047], [19.9773, 24.6399, 22.7540], [19.3718, 24.4760, 24.1529], [18.8379, 25.7052, 24.5972], [18.1643, 25.5289, 25.8335], [20.8324, 25.7985, 22.5387], [21.4882, 23.0728, 23.1821], [21.1950, 23.4022, 21.3977], [20.0124, 22.5871, 22.3660], [19.1570, 24.7319, 22.0373], [20.1975, 24.2252, 24.8358], [18.5759, 23.7244, 24.1214], [17.2891, 24.9235, 25.5584], [17.7804, 26.4285, 26.3079], [18.8049, 24.9875, 26.5352], [20.3499, 26.6664, 22.7492], [21.5985, 25.7879, 23.2118], [25.8216, 22.0787, 23.2275], [24.7610, 23.0843, 22.8612], [25.0625, 24.4973, 23.3729], [24.0491, 25.3747, 22.8762], [24.1983, 26.6791, 23.3462], [24.6966, 23.1441, 21.3629], [25.7940, 21.8348, 24.2947], [26.8081, 22.4138, 22.8978], [25.6851, 21.1113, 22.7391], [23.7930, 22.8144, 23.2903], [26.0133, 24.9448, 23.0704], [25.0464, 24.4049, 24.4677], [24.2251, 26.7360, 24.4382], [23.3955, 27.2572, 22.8807], [25.0454, 27.3134, 23.0409], [25.5307, 23.6462, 21.0542], [24.0237, 23.9204, 21.3293], [22.0900, 19.5592, 18.8573], [23.3893, 20.2409, 19.2693], [23.8261, 21.5723, 18.6405], [24.1817, 21.5626, 17.2647], [25.2577, 20.6700, 16.9332], [23.3699, 20.4799, 20.7337], [21.1765, 20.0794, 19.1267], [22.1602, 18.4837, 19.0223], [22.2163, 19.5226, 17.7635], [24.2011, 19.5422, 19.0615], [24.6895, 21.9306, 19.2112], [23.1131, 22.3962, 18.7430], [26.0691, 20.8967, 17.6332], [25.4840, 21.0417, 15.9356], [24.9755, 19.6192, 16.9874], [22.4845, 20.9795, 20.8325], [24.0371, 21.2261, 20.9694], [31.3837, 23.3014, 27.9656], [29.9374, 23.7654, 27.9720], [29.2789, 23.6610, 26.5838], [28.0007, 24.2394, 26.5573], [27.4224, 24.5626, 25.3223], [29.1800, 22.9846, 28.9796], [31.9670, 23.7934, 27.1810], [31.5496, 22.2250, 27.9547], [31.9237, 23.6574, 28.8473], [29.8562, 24.8056, 28.2950], [29.1942, 22.6165, 26.2505], [29.9141, 24.1543, 25.8342], [26.7762, 25.4198, 25.4959], [26.9488, 23.6835, 24.8717], [28.2425, 24.8322, 24.6417], [29.0649, 22.0627, 28.5491], [28.2239, 23.3267, 28.8464], [30.3793, 23.7272, 21.7955], [29.9556, 23.3625, 20.3739], [28.9057, 24.1468, 19.8507], [29.3364, 23.3518, 22.7045], [30.5592, 24.8024, 21.8821], [31.3203, 23.2353, 22.0294], [29.6845, 22.3039, 20.4881], [30.8380, 23.2874, 19.7311], [29.0427, 24.1923, 18.9000], [28.6196, 23.9734, 22.5359], [22.5744, 22.2574, 25.8071], [22.3801, 20.8430, 25.2401], [21.1542, 20.6679, 24.5601], [22.1309, 22.2943, 27.1751], [22.1102, 23.0765, 25.2557], [23.6510, 22.4210, 25.8634], [22.5898, 20.0457, 25.9604], [23.2760, 20.7141, 24.6071], [21.2593, 19.8573, 24.0497], [21.1701, 22.2246, 27.1443], [26.6246, 17.4167, 20.5102], [25.0952, 17.3113, 20.4801], [24.5168, 17.9132, 21.6013], [26.9447, 18.7591, 20.1967], [27.0887, 16.8137, 19.7214], [27.0002, 16.9175, 21.4093], [24.7801, 16.2570, 20.5411], [24.6172, 17.5749, 19.5322], [24.1488, 18.8095, 21.4820], [26.9821, 19.2453, 21.0377], [22.6640, 27.3277, 26.8972], [21.9597, 26.7575, 28.1115], [20.5759, 27.1672, 28.0521], [23.2308, 28.6499, 27.0473], [21.9843, 27.4344, 26.0449], [23.5369, 26.7513, 26.5793], [22.4046, 27.0109, 29.0730], [21.9414, 25.6749, 27.9711], [20.6255, 28.0387, 27.6479], [22.5427, 29.2611, 26.7694], [28.1847, 20.1987, 23.2479], [29.5518, 19.5460, 22.9944], [29.8970, 18.4757, 23.8931], [27.0995, 19.3242, 23.0208], [28.1105, 21.0612, 22.5826], [28.1642, 20.6663, 24.2413], [30.3394, 20.2886, 22.9150], [29.4246, 18.9774, 22.0646], [29.1066, 17.9640, 24.0820], [27.2500, 18.5422, 23.5614], [23.0991, 30.0684, 23.8274], [22.1901, 29.6428, 22.7088], [21.0331, 28.9679, 23.1878], [24.3878, 30.3872, 23.2998], [23.1212, 29.3259, 24.6349], [22.7532, 30.9821, 24.3234], [22.7336, 29.1409, 21.9016], [21.9110, 30.5895, 22.2247], [20.5358, 28.8403, 22.3718], [24.9529, 30.5664, 24.0571], [26.2823, 20.5017, 28.1218], [25.3651, 20.0316, 27.0602], [24.5219, 18.9306, 27.3528], [27.2993, 19.4938, 28.4070], [25.8266, 20.7129, 29.0914], [26.8245, 21.4066, 27.8469], [25.9242, 19.7678, 26.1520], [24.6747, 20.8391, 26.7961], [25.0220, 18.1186, 27.2299], [26.9304, 18.6261, 28.2256], [20.7091, 26.2255, 18.7254], [22.1371, 26.4475, 19.3000], [22.5465, 25.3441, 20.0989], [20.3696, 27.1197, 17.6999], [20.0150, 26.2557, 19.5752], [20.6467, 25.2240, 18.2994], [22.0528, 27.4006, 19.8281], [22.7730, 26.4828, 18.4157], [22.0877, 25.5090, 20.9483], [20.5134, 28.0351, 17.9595], [27.0538, 25.0581, 17.4873], [25.7503, 25.8275, 17.7407], [25.3604, 25.5232, 19.0666], [26.8107, 23.6764, 17.3413], [27.7532, 25.2112, 18.3196], [27.6696, 25.3884, 16.6470], [25.0665, 25.6736, 16.9038], [25.9654, 26.9047, 17.7348], [24.4054, 25.4078, 19.1539], [26.6830, 23.2656, 18.2005]]}

---

Question: Number 3 is which compound?
Answer: C11H10O3S